1.
{"formula": "C25H61Cu2N4O11Sr", "method": "wB97M-V/def2-TZVPD", "elements": ["Cu", "Cu", "Sr", "O", "C", "O", "O", "H", "C", "O", "C", "C", "N", "C", "C", "O", "C", "H", "H", "H", "H", "H", "H", "H", "H", "H", "H", "H", "H", "H", "H", "H", "C", "O", "C", "C", "N", "C", "C", "O", "C", "H", "H", "H", "H", "H", "H", "H", "H", "H", "H", "H", "H", "H", "H", "H", "C", "O", "C", "C", "N", "C", "C", "O", "C", "H", "H", "H", "H", "H", "H", "H", "H", "H", "H", "H", "H", "H", "H", "H", "C", "O", "C", "C", "N", "C", "C", "O", "C", "H", "H", "H", "H", "H", "H", "H", "H", "H", "H", "H", "H", "H", "H", "H"], "positions_angstrom": [[-26.76986, 13.43939, -1.18308], [-23.87405, 10.37473, 2.52652], [-23.28255, 11.27684, -1.10981], [-26.44910, 13.55808, 1.09650], [-25.72757, 12.48156, 1.23412], [-25.40264, 11.81067, 0.23139], [-25.37890, 12.19368, 2.34906], [-26.49215, 13.85355, 2.00888], [-28.10413, 5.46600, 3.47517], [-27.08269, 6.37144, 3.19924], [-27.39136, 7.81516, 3.25278], [-26.14638, 8.71403, 2.85170], [-24.95668, 8.59299, 3.62403], [-25.14080, 9.13559, 4.93951], [-23.95737, 9.76036, 5.57902], [-23.77685, 10.95460, 4.92807], [-22.59055, 11.73350, 5.42530], [-27.77994, 4.45804, 3.21631], [-29.00816, 5.55674, 2.87300], [-28.38338, 5.56286, 4.52432], [-27.79754, 7.96505, 4.25310], [-28.06684, 7.88346, 2.40004], [-26.45608, 9.75260, 2.96826], [-25.91103, 8.53088, 1.80329], [-25.09998, 7.61905, 3.84990], [-25.65178, 8.35692, 5.50579], [-25.90598, 9.91100, 4.90288], [-23.02752, 9.21748, 5.40940], [-24.17708, 9.87886, 6.64006], [-22.80272, 12.01105, 6.45780], [-22.60258, 12.65608, 4.84497], [-21.64456, 11.22117, 5.25007], [-26.31556, 16.28120, 2.40854], [-27.15675, 15.61341, 3.33882], [-28.54417, 15.90197, 3.14430], [-29.07138, 17.09286, 4.06572], [-29.13982, 16.58574, 5.40457], [-29.55391, 17.73293, 6.31994], [-29.01390, 17.50823, 7.77499], [-29.59434, 16.37106, 8.49370], [-28.68734, 15.30327, 8.42274], [-26.41901, 15.88079, 1.40005], [-25.29171, 16.12412, 2.74793], [-26.47796, 17.35113, 2.27828], [-29.17664, 15.01527, 3.18758], [-28.63203, 16.16563, 2.09033], [-30.03143, 17.41030, 3.65875], [-28.24442, 17.77635, 3.87311], [-28.30941, 16.07632, 5.67105], [-30.63229, 17.80127, 6.17673], [-29.29402, 18.75325, 6.03798], [-29.29754, 18.39901, 8.33547], [-27.93061, 17.56525, 7.88146], [-28.97525, 14.48604, 9.08406], [-27.65917, 15.66193, 8.47086], [-28.70434, 14.94245, 7.39434], [-30.50309, 9.24768, -3.56658], [-29.47579, 9.99376, -2.86442], [-29.57785, 9.91777, -1.39310], [-28.59896, 10.90336, -0.76587], [-28.92223, 12.23579, -1.09526], [-29.89294, 12.80139, -0.09266], [-30.14913, 14.22016, -0.07332], [-30.10908, 14.77157, -1.36765], [-31.37918, 14.58776, -2.02585], [-30.65958, 8.26766, -3.11583], [-30.41036, 9.34491, -4.64827], [-31.47390, 9.73572, -3.48035], [-29.24912, 8.91558, -1.11806], [-30.58612, 10.18119, -1.07359], [-27.62194, 10.83180, -1.24381], [-28.49244, 10.89066, 0.31884], [-29.37277, 12.27439, -1.99838], [-29.40520, 12.54850, 0.84876], [-30.87043, 12.32019, -0.12513], [-29.29283, 14.63378, 0.45937], [-30.94668, 14.55211, 0.59137], [-31.65562, 13.53349, -2.01209], [-31.10247, 14.84345, -3.04866], [-32.20630, 15.15637, -1.60081], [-23.57545, 16.12126, 7.31622], [-24.32058, 14.92839, 6.86307], [-25.40131, 15.08775, 5.99844], [-25.94326, 13.58889, 5.87149], [-27.38233, 13.30447, 5.64284], [-27.62024, 11.84041, 5.65886], [-29.11491, 11.45423, 5.49782], [-29.31453, 11.09763, 4.15118], [-30.59946, 10.93330, 3.63257], [-23.90221, 16.62854, 8.22396], [-23.57777, 16.74580, 6.42288], [-22.53771, 15.82181, 7.46302], [-25.04719, 15.43442, 5.02760], [-26.07629, 15.79736, 6.47693], [-25.66691, 13.14115, 6.82609], [-25.40980, 13.11553, 5.04721], [-27.57572, 13.58145, 4.69101], [-27.20927, 11.27577, 6.49576], [-27.10772, 11.45148, 4.77899], [-29.80318, 12.24575, 5.79424], [-29.50314, 10.62353, 6.08714], [-30.84726, 9.89213, 3.83911], [-30.71941, 10.95640, 2.54943], [-31.42001, 11.56179, 3.97870]], "lowdin_spin": [0.06, 0.17, 0.58, 0.01, 0.02, 0.10, 0.03, 0.00, 0.00, 0.00, 0.00, 0.00, 0.01, 0.00, 0.00, 0.00, 0.00, 0.00, 0.00, 0.00, 0.00, 0.00, 0.00, 0.00, 0.00, 0.00, 0.00, 0.00, 0.00, 0.00, 0.00, 0.00, 0.00, 0.00, 0.00, 0.00, 0.00, 0.00, 0.00, 0.00, 0.00, 0.00, 0.00, 0.00, 0.00, 0.00, 0.00, 0.00, 0.00, 0.00, 0.00, 0.00, 0.00, 0.00, 0.00, 0.00, 0.00, 0.00, 0.00, 0.00, 0.00, 0.00, 0.00, 0.00, 0.00, 0.00, 0.00, 0.00, 0.00, 0.00, 0.00, 0.00, 0.00, 0.00, 0.00, 0.00, 0.00, 0.00, 0.00, 0.00, 0.00, 0.00, 0.00, 0.00, 0.00, 0.00, 0.00, 0.00, 0.00, 0.00, 0.00, 0.00, 0.00, 0.00, 0.00, 0.00, 0.00, 0.00, 0.00, 0.00, 0.00, 0.00, 0.00, 0.00], "spin_multiplicity": 2, "homo_energy_ev": [-11.73, -12.13], "orbital_gap_ev": [5.1, 5.0], "e_lumo_ev": [-6.6, -7.2], "total_charge": 2}

2.
{"formula": "C57H66BrIN2O2S2SeTl", "method": "wB97M-V/def2-TZVPD", "elements": ["Tl", "C", "C", "C", "C", "C", "C", "C", "Se", "C", "C", "C", "C", "C", "C", "O", "C", "C", "C", "C", "C", "C", "C", "C", "C", "O", "C", "C", "C", "C", "C", "C", "H", "H", "H", "H", "H", "H", "H", "H", "H", "H", "H", "H", "H", "H", "H", "H", "H", "H", "H", "H", "H", "H", "H", "H", "H", "H", "H", "H", "H", "H", "H", "H", "H", "H", "H", "H", "H", "H", "H", "H", "Br", "C", "C", "C", "C", "C", "C", "C", "C", "C", "C", "H", "H", "H", "H", "H", "H", "S", "C", "N", "C", "C", "N", "C", "C", "C", "C", "C", "C", "C", "C", "S", "C", "C", "C", "C", "C", "C", "C", "H", "H", "H", "H", "H", "H", "H", "H", "H", "H", "H", "H", "H", "H", "H", "H", "H", "H", "I", "C", "H", "H"], "positions_angstrom": [[0.07641, 0.12107, 0.80378], [-2.66071, 0.75734, -6.34823], [-1.27030, 0.11425, -6.43253], [-0.31277, 1.08502, -7.13835], [-1.38384, -1.14994, -7.28507], [-0.75947, -0.17951, -5.02515], [-0.65513, 0.84509, -4.10147], [-0.23431, 0.61488, -2.80359], [0.04035, 2.11408, -1.65302], [-1.74786, 2.67065, -1.26478], [-2.26768, 3.73480, -1.97612], [-3.55948, 4.19460, -1.75278], [-4.27487, 3.55705, -0.74508], [-3.78975, 2.50638, 0.02261], [-2.49667, 1.98031, -0.26788], [-2.05232, 0.91935, 0.31240], [-4.73127, 1.93614, 1.09739], [-5.89722, 1.22025, 0.40000], [-4.10160, 0.94384, 2.08169], [-5.28910, 3.08879, 1.95059], [-4.11754, 5.33459, -2.59724], [-5.55945, 5.68277, -2.22504], [-3.25750, 6.59063, -2.40469], [-4.09235, 4.93382, -4.07858], [0.08820, -0.68177, -2.34497], [0.34191, -0.97900, -1.09955], [0.10844, -1.71953, -3.32488], [-0.33494, -1.44116, -4.60765], [0.65573, -3.09915, -2.95877], [0.61393, -4.06767, -4.14662], [2.12379, -2.94220, -2.53892], [-0.13761, -3.74830, -1.81446], [-3.04434, 0.97141, -7.34827], [-2.63463, 1.69217, -5.79032], [-3.36227, 0.09328, -5.84313], [-0.67003, 1.31762, -8.14381], [0.68457, 0.65149, -7.21679], [-0.22582, 2.01925, -6.58586], [-1.79465, -0.89556, -8.26393], [-2.04295, -1.88533, -6.82355], [-0.41224, -1.61835, -7.44418], [-0.90672, 1.86308, -4.37868], [-1.64363, 4.19777, -2.73157], [-5.28175, 3.89361, -0.54333], [-5.52460, 0.39375, -0.20551], [-6.44800, 1.89631, -0.25467], [-6.59327, 0.81634, 1.13912], [-3.77026, 0.03125, 1.59881], [-4.85618, 0.69554, 2.83462], [-3.23821, 1.37098, 2.58926], [-5.85798, 3.80978, 1.36615], [-4.47687, 3.62320, 2.44428], [-5.95270, 2.69034, 2.72066], [-5.63808, 6.01408, -1.18932], [-6.22458, 4.82967, -2.36016], [-5.91827, 6.49229, -2.86366], [-3.25340, 6.89733, -1.35839], [-3.64205, 7.41681, -3.00669], [-2.22555, 6.40983, -2.70126], [-4.68490, 4.03380, -4.24450], [-3.07727, 4.72718, -4.41427], [-4.49652, 5.73522, -4.70060], [-0.35150, -2.24747, -5.32303], [1.18172, -3.69471, -4.99993], [-0.40752, -4.26774, -4.47529], [1.05677, -5.01781, -3.84278], [2.71935, -2.57175, -3.37619], [2.52899, -3.91065, -2.23592], [2.22088, -2.24811, -1.70894], [-1.20900, -3.72142, -2.02065], [0.03669, -3.23799, -0.87251], [0.15966, -4.79468, -1.70976], [0.75737, -0.57538, 4.06537], [-0.65967, -1.83502, 4.05669], [-0.96751, -2.35639, 5.27875], [-2.00195, -3.29746, 5.40931], [-2.68392, -3.68539, 4.29867], [-2.38727, -3.14028, 3.02513], [-3.13721, -3.57699, 1.91070], [-2.89009, -3.05814, 0.67845], [-1.90054, -2.07117, 0.52198], [-1.12678, -1.60359, 1.55887], [-1.36055, -2.16241, 2.85579], [-0.39941, -2.04730, 6.14513], [-2.24067, -3.70395, 6.38369], [-3.48110, -4.41532, 4.36508], [-3.90738, -4.32198, 2.06620], [-3.45672, -3.38471, -0.18451], [-1.75738, -1.66038, -0.46707], [3.49996, 0.18430, -0.15420], [3.89259, -0.32655, 1.35584], [4.61661, 0.37859, 2.24202], [4.86414, -0.14724, 3.56725], [5.29488, -1.58634, 3.42338], [4.23581, -2.31372, 2.75515], [4.04854, -3.72138, 3.07634], [2.95192, -3.97811, 4.08760], [3.02553, -3.45763, 5.37412], [2.03813, -3.73540, 6.30551], [0.96046, -4.53360, 5.95689], [0.86830, -5.04164, 4.67186], [1.86034, -4.76504, 3.74442], [3.47378, -1.73462, 1.80196], [2.19571, -2.47016, 1.10260], [5.06879, 1.73653, 1.96943], [6.54481, 1.87579, 2.22158], [7.03522, 2.74814, 3.18310], [8.40174, 2.85738, 3.40574], [9.28712, 2.08856, 2.66982], [8.80439, 1.21359, 1.70457], [7.44279, 1.11021, 1.48118], [3.96000, -0.06517, 4.18137], [5.65654, 0.44317, 4.02869], [5.46187, -2.03780, 4.40127], [6.23292, -1.64447, 2.85432], [5.00705, -4.09472, 3.44826], [3.81151, -4.24940, 2.14941], [3.85719, -2.82660, 5.65946], [2.10802, -3.32163, 7.30263], [0.17963, -4.73599, 6.67612], [0.01168, -5.63307, 4.38185], [1.77458, -5.13175, 2.73179], [4.48495, 2.43606, 2.57253], [4.84062, 1.93070, 0.91960], [6.33969, 3.34555, 3.75878], [8.77172, 3.54214, 4.15676], [10.35166, 2.16992, 2.84378], [9.49295, 0.61720, 1.12086], [7.06153, 0.43562, 0.72485], [1.44470, 2.75411, 3.36517], [0.84811, 2.09315, 1.41394], [1.69354, 2.33703, 0.77880], [0.01088, 2.74083, 1.16686]], "lowdin_charge": [0.75, -0.05, -0.56, -0.05, -0.07, -0.19, -0.08, -0.39, 1.15, -0.39, -0.09, -0.19, 0.00, -0.08, -0.37, -0.20, -0.53, -0.05, -0.06, -0.06, -0.56, -0.07, -0.05, -0.05, -0.37, -0.28, -0.08, 0.01, -0.52, -0.08, -0.05, -0.04, 0.08, 0.07, 0.09, 0.08, 0.09, 0.08, 0.08, 0.09, 0.08, 0.10, 0.09, 0.08, 0.09, 0.07, 0.08, 0.07, 0.08, 0.09, 0.06, 0.09, 0.08, 0.08, 0.08, 0.08, 0.09, 0.08, 0.07, 0.09, 0.07, 0.08, 0.08, 0.08, 0.08, 0.08, 0.09, 0.08, 0.02, 0.09, 0.04, 0.08, 0.74, -0.56, -0.18, -0.11, -0.05, -0.17, -0.05, -0.07, -0.14, -0.18, -0.20, 0.09, 0.10, 0.11, 0.10, 0.10, 0.09, 0.76, -0.71, -0.11, -0.11, -0.12, -0.11, -0.14, -0.22, -0.05, -0.09, -0.12, -0.07, -0.04, -0.70, 0.82, -0.14, -0.22, -0.04, -0.09, -0.10, -0.08, -0.03, 0.12, 0.13, 0.12, 0.14, 0.13, 0.10, 0.10, 0.10, 0.10, 0.11, 0.10, 0.08, 0.07, 0.11, 0.10, 0.10, 0.10, 0.12, 0.69, -0.82, -0.09, -0.06], "homo_energy_ev": -4.37, "orbital_gap_ev": 6.0, "e_lumo_ev": 1.7, "e_above_lowest_kj_mol": 49.3, "total_charge": -1}

3.
{"formula": "C9H8O2S", "method": "wB97M-V/def2-TZVPD", "elements": ["C", "C", "C", "S", "O", "O", "C", "C", "C", "C", "C", "C", "H", "H", "H", "H", "H", "H", "H", "H"], "positions_angstrom": [[-3.48508, -1.49765, 0.77980], [-2.54039, -1.78096, -0.04134], [-1.43174, -1.74194, -0.83669], [0.17923, -1.78172, -0.05828], [0.16930, -2.13739, 1.37050], [1.09840, -2.68456, -0.74842], [0.80196, -0.02069, -0.10516], [1.91016, 0.34316, -0.99256], [2.36441, 1.64532, -0.94385], [1.81067, 2.47312, -0.06216], [0.67558, 2.21305, 0.76127], [0.25778, 0.89586, 0.79608], [-4.38249, -1.16201, 0.32243], [-3.46000, -2.00056, 1.69579], [-1.55640, -1.31591, -1.84141], [2.35706, -0.36754, -1.68290], [3.29523, 1.88025, -1.31030], [2.29097, 3.40116, 0.01021], [0.24988, 2.96430, 1.40049], [-0.60453, 0.67473, 1.48649]], "lowdin_charge": [0.04, -0.07, -0.19, 0.68, -0.33, -0.32, -0.23, -0.02, -0.11, -0.09, -0.05, -0.09, 0.08, 0.06, 0.11, 0.11, 0.09, 0.09, 0.10, 0.13], "smiles": "C=C=CS(=O)(=O)c1ccccc1", "homo_energy_ev": -8.73, "orbital_gap_ev": 7.4, "e_lumo_ev": -1.4, "e_above_lowest_kj_mol": 523.7, "total_charge": 0}